Record 1
Molecular formula: C10H23BNO10S2
Method: DFT, the ωB97M-V functional and the def2-TZVPD basis

Summary:
E_LUMO, Ha: 0.0804
HOMO-LUMO gap, eV: 5.34
E, eV: -55053.918
Highest occupied orbital energy, eV: -3.2
Total charge: -1

CARTESIAN COORDINATES (ANGSTROEM)
1 N 3.252 1.310 2.381
2 C 2.885 2.338 1.369
3 C 1.380 2.330 1.023
4 C 0.837 3.674 0.524
5 C -0.656 3.986 0.824
6 C -1.624 2.819 1.090
7 C -1.753 2.361 2.560
8 O -2.046 1.010 2.527
9 B -1.584 0.481 1.193
10 O -1.556 1.686 0.276
11 H 2.753 0.469 2.094
12 H 2.778 1.579 3.241
13 H 3.484 2.108 0.484
14 H 3.163 3.316 1.775
15 H 0.846 1.982 1.907
16 H 1.204 1.597 0.239
17 H 0.985 3.743 -0.558
18 H 1.440 4.485 0.956
19 H -0.691 4.609 1.726
20 H -1.046 4.577 -0.008
21 H -2.615 3.281 0.877
22 H -0.814 2.584 3.114
23 H -2.516 2.967 3.075
24 H -2.240 -0.485 0.794
25 H -0.418 0.110 1.343
26 C 2.909 -3.715 0.237
27 C 1.588 -3.826 -0.498
28 O 0.794 -2.785 0.049
29 S 1.694 -1.527 0.451
30 O 1.710 -0.562 -0.582
31 O 1.459 -1.223 1.812
32 O 3.118 -2.316 0.374
33 H 2.846 -4.160 1.233
34 H 3.738 -4.159 -0.310
35 H 1.096 -4.782 -0.335
36 H 1.701 -3.649 -1.572
37 C -3.673 -2.592 -3.167
38 C -2.559 -3.292 -3.922
39 O -1.535 -2.307 -4.020
40 S -1.548 -1.366 -2.697
41 O -0.582 -1.849 -1.783
42 O -1.583 -0.023 -3.137
43 O -2.998 -1.815 -2.184
44 H -4.240 -1.923 -3.819
45 H -4.351 -3.284 -2.674
46 H -2.855 -3.609 -4.920
47 H -2.176 -4.149 -3.362


Record 2
Molecular formula: C12H25CoN5O6
Method: DFT, the ωB97M-V functional and the def2-TZVPD basis

Summary:
E_LUMO (alpha / beta), Ha: -0.1489 / -0.2012
⟨S²⟩: 6.09
Multiplicity: 5
HOMO-LUMO gap (alpha / beta), eV: 6.01 / 7.10
E, eV: -70198.172
Highest occupied orbital energy (alpha / beta), eV: -10.1 / -12.6
Total charge: +1

CARTESIAN COORDINATES (ANGSTROEM)
1 O -0.481 0.400 -4.750
2 H -0.914 0.278 -5.611
3 Co -0.057 0.063 -0.118
4 N -0.058 1.653 0.882
5 N 0.940 1.088 -1.268
6 N -1.333 -0.796 0.942
7 N -0.463 -1.383 -1.203
8 O -0.704 1.886 1.988
9 O -1.672 -0.397 2.181
10 O -0.044 -1.554 -2.477
11 O 1.308 0.698 -2.441
12 C 1.425 2.269 -0.763
13 C 0.850 2.594 0.493
14 C -1.714 -2.045 0.603
15 C -1.166 -2.403 -0.657
16 C 1.139 3.741 1.392
17 H 1.412 3.383 2.397
18 H 0.255 4.385 1.490
19 H 1.954 4.367 1.009
20 C 2.504 2.984 -1.483
21 H 2.210 3.211 -2.518
22 H 3.435 2.394 -1.504
23 H 2.745 3.929 -0.992
24 C -2.471 -2.956 1.504
25 C -1.308 -3.729 -1.310
26 H -3.097 -2.393 2.205
27 H -1.783 -3.590 2.091
28 H -3.107 -3.620 0.899
29 H -0.610 -3.847 -2.141
30 H -2.329 -3.868 -1.693
31 H -1.142 -4.550 -0.598
32 H -1.292 0.608 2.198
33 H 0.553 -0.736 -2.635
34 C -1.435 1.028 -3.899
35 H -0.890 1.754 -3.293
36 H -1.905 0.272 -3.259
37 H -2.198 1.541 -4.506
38 O -3.460 1.904 -0.760
39 H -3.521 1.030 -0.309
40 H -2.840 2.382 -0.146
41 C 2.174 -1.371 4.131
42 C 2.848 -1.482 2.748
43 C 2.021 -1.032 1.656
44 N 1.331 -0.653 0.802
45 H 1.873 -0.336 4.337
46 H 2.856 -1.686 4.929
47 H 1.282 -2.007 4.183
48 H 3.765 -0.881 2.727
49 H 3.114 -2.527 2.548


Record 3
Molecular formula: C2H4NO2
Method: DFT, the ωB97M-V functional and the def2-TZVPD basis

Summary:
SMILES: [O-]N[C@@H]1CO1
E_LUMO, Ha: 0.1578
Relative energy (zero: lowest compared OMol25 entry of this formula, charge and spin), kcal per mole: 135.6
HOMO-LUMO gap, eV: 5.97
E, eV: -7719.733
Highest occupied orbital energy, eV: -1.7
Total charge: -1

CARTESIAN COORDINATES (ANGSTROEM)
1 O 2.131 0.513 -0.189
2 N 1.466 -0.631 0.272
3 C 0.029 -0.440 -0.372
4 C -1.053 0.438 0.072
5 O -1.313 -0.927 -0.067
6 H 1.252 -0.580 1.248
7 H 0.225 -0.344 -1.406
8 H -1.040 1.017 1.150
9 H -1.697 0.954 -0.708


Record 4
Molecular formula: CH5N3O
Method: DFT, the ωB97M-V functional and the def2-TZVPD basis

Summary:
SMILES: [H]/N=N\O.C=N
E_LUMO, Ha: 0.0361
Relative energy (zero: lowest compared OMol25 entry of this formula, charge and spin), kcal per mole: 74.9
HOMO-LUMO gap, eV: 10.53
E, eV: -7632.389
Highest occupied orbital energy, eV: -9.5

CARTESIAN COORDINATES (ANGSTROEM)
1 H -0.739 -2.961 0.946
2 N -0.269 -2.895 0.073
3 N 0.389 -1.931 -0.094
4 O 0.675 -1.190 1.018
5 H 0.861 -0.284 0.614
6 C -0.555 1.737 -0.556
7 N 0.627 1.582 -0.202
8 H -1.242 0.903 -0.615
9 H -1.087 2.739 -0.988
10 H 1.340 2.298 -0.196


Record 5
Molecular formula: C32H57IrO5Si4
Method: DFT, the ωB97M-V functional and the def2-TZVPD basis

Summary:
E_LUMO (alpha / beta), Ha: 0.0892 / 0.0465
⟨S²⟩: 8.77
Multiplicity: 6
HOMO-LUMO gap (alpha / beta), eV: 3.36 / 4.98
E, eV: -78690.292
Highest occupied orbital energy (alpha / beta), eV: -0.9 / -3.7
Total charge: -1

CARTESIAN COORDINATES (ANGSTROEM)
1 C -2.346 -5.706 -2.360
2 C -2.618 -4.197 -2.487
3 C -0.854 -5.862 -1.980
4 C -0.204 -4.499 -2.319
5 H -0.433 -6.676 -2.582
6 H -0.809 -6.174 -0.926
7 C -1.291 -3.636 -2.983
8 H -2.823 -3.842 -1.476
9 H -3.476 -4.010 -3.156
10 C -1.083 -2.159 -2.712
11 H -1.262 -3.794 -4.079
12 H 0.621 -4.664 -3.041
13 C 0.396 -3.765 -1.126
14 C -3.333 -6.381 -1.440
15 C -2.668 -6.438 -3.668
16 O -2.055 -7.383 -4.135
17 O -3.744 -5.898 -0.388
18 O -3.742 -7.585 -1.870
19 O -3.738 -5.895 -4.274
20 C -4.180 -6.636 -5.418
21 H -5.101 -6.147 -5.736
22 H -4.364 -7.680 -5.126
23 H -3.417 -6.601 -6.208
24 C -4.746 -8.183 -1.043
25 H -4.392 -8.263 -0.009
26 H -4.929 -9.170 -1.477
27 H -5.661 -7.572 -1.065
28 O -0.556 -1.887 -1.425
29 H -2.002 -1.598 -2.859
30 H -0.341 -1.847 -3.460
31 C 1.796 -3.269 -1.258
32 C -0.053 -4.123 0.236
33 H 0.279 -5.156 0.457
34 H -1.150 -4.070 0.351
35 H 0.422 -3.460 0.971
36 H 1.997 -2.523 -0.480
37 H 1.966 -2.817 -2.240
38 H 2.470 -4.125 -1.107
39 Ir -0.524 -0.003 -0.501
40 C 1.279 1.137 -0.998
41 C 1.064 0.206 -2.059
42 C -0.203 0.507 -2.668
43 H 1.756 -0.576 -2.355
44 C -0.807 1.575 -1.962
45 C 0.106 1.972 -0.930
46 H -0.012 2.843 -0.284
47 H 2.163 1.223 -0.370
48 H -0.654 0.028 -3.510
49 H -1.798 1.987 -2.164
50 C -0.417 -0.147 1.770
51 C -1.141 1.026 1.323
52 C -2.294 0.592 0.581
53 H -0.878 2.043 1.583
54 C -2.279 -0.863 0.560
55 C -1.160 -1.274 1.337
56 H -0.930 -2.305 1.596
57 H 0.519 -0.136 2.325
58 H -3.040 1.214 0.100
59 H -2.992 -1.486 0.029
60 C 3.766 4.391 -0.802
61 Si 2.675 5.376 0.375
62 C 3.738 6.598 1.342
63 C 1.380 6.328 -0.609
64 Si 1.525 3.903 1.758
65 Si 3.031 2.844 3.156
66 C 3.899 4.127 4.231
67 C 2.125 1.607 4.255
68 C 4.258 1.915 2.074
69 Si 0.026 5.170 2.994
70 C 0.741 6.856 3.447
71 C -1.484 5.376 1.885
72 C -0.455 4.289 4.586
73 H 4.224 5.099 -1.509
74 H 3.183 3.664 -1.381
75 H 4.573 3.854 -0.288
76 H 4.145 7.320 0.616
77 H 3.177 7.162 2.097
78 H 4.584 6.104 1.837
79 H 0.926 5.687 -1.379
80 H 0.575 6.743 0.012
81 H 1.886 7.164 -1.116
82 H 3.195 4.776 4.769
83 H 4.490 3.574 4.979
84 H 4.584 4.764 3.656
85 H 1.950 0.671 3.714
86 H 2.761 1.384 5.121
87 H 1.165 1.980 4.623
88 H 3.764 1.127 1.489
89 H 4.803 2.570 1.382
90 H 4.993 1.433 2.737
91 H 0.955 7.478 2.568
92 H -0.013 7.379 4.055
93 H 1.659 6.773 4.045
94 H -1.984 4.415 1.702
95 H -2.198 6.036 2.401
96 H -1.243 5.825 0.913
97 H -1.086 3.411 4.383
98 H 0.411 3.963 5.176
99 H -1.040 4.993 5.198


Record 6
Molecular formula: C6H23N5O7Y
Method: DFT, the ωB97M-V functional and the def2-TZVPD basis

Summary:
E_LUMO, Ha: 0.1019
Relative energy (zero: lowest compared OMol25 entry of this formula, charge and spin), kcal per mole: 2.2
HOMO-LUMO gap, eV: 5.95
E, eV: -29427.018
Highest occupied orbital energy, eV: -3.2
Total charge: -1

CARTESIAN COORDINATES (ANGSTROEM)
1 Y 8.845 34.032 -3.203
2 O 7.542 35.848 -3.465
3 H 6.599 35.767 -3.635
4 O 10.471 32.656 -2.399
5 H 11.108 32.518 -3.105
6 O 7.946 32.131 -4.099
7 H 7.889 31.459 -4.780
8 O 9.340 34.770 -1.082
9 H 8.618 35.070 -0.521
10 C 11.198 36.512 -3.747
11 O 10.707 35.432 -3.527
12 N 12.365 36.881 -3.116
13 N 10.608 37.431 -4.582
14 H 12.618 36.262 -2.365
15 H 12.654 37.839 -3.152
16 H 10.966 38.367 -4.555
17 H 9.640 37.256 -4.794
18 C 6.178 32.762 -1.152
19 O 6.938 33.401 -1.827
20 N 5.116 33.345 -0.483
21 N 6.307 31.409 -0.999
22 H 5.051 34.345 -0.494
23 H 4.603 32.812 0.192
24 H 7.105 30.977 -1.433
25 H 5.565 30.850 -0.628
26 C 10.738 32.993 -6.423
27 C 10.058 34.319 -6.710
28 C 9.491 34.350 -8.134
29 O 8.592 35.413 -8.263
30 C 7.999 35.475 -9.527
31 N 8.961 34.494 -5.689
32 H 11.062 32.991 -5.384
33 H 11.634 32.843 -7.035
34 H 10.040 32.178 -6.609
35 H 10.727 35.183 -6.664
36 H 9.026 33.379 -8.369
37 H 10.367 34.474 -8.794
38 H 7.212 34.725 -9.659
39 H 8.747 35.369 -10.331
40 H 7.565 36.462 -9.703
41 H 8.575 35.423 -5.845
42 H 8.257 33.851 -6.058


Record 7
Molecular formula: C26H28F6O4
Method: DFT, the ωB97M-V functional and the def2-TZVPD basis

Summary:
SMILES: CCCCC(C(=O)OCC)(C(=O)OCC)C(c1ccc(C(F)(F)F)cc1)c1ccc(C(F)(F)F)cc1
E_LUMO, Ha: -0.0171
Relative energy (zero: lowest compared OMol25 entry of this formula, charge and spin), kcal per mole: 154.4
HOMO-LUMO gap, eV: 7.78
E, eV: -51904.562
Highest occupied orbital energy, eV: -8.2

CARTESIAN COORDINATES (ANGSTROEM)
1 C -2.430 0.651 5.793
2 C -2.195 0.730 4.279
3 C -0.806 0.394 3.800
4 C -0.412 1.026 2.479
5 C -1.379 1.054 1.277
6 C -2.425 1.365 0.174
7 O -2.464 0.711 -0.863
8 O -3.288 2.330 0.507
9 C -4.495 2.432 -0.300
10 C -4.717 3.885 -0.663
11 C -2.159 -0.298 1.640
12 O -3.376 -0.372 1.658
13 O -1.402 -1.402 1.883
14 C -2.237 -2.620 1.911
15 C -1.308 -3.760 2.254
16 C -0.648 2.365 0.673
17 C -0.105 2.105 -0.708
18 C 0.919 1.173 -0.851
19 C 1.248 0.712 -2.117
20 C 0.620 1.277 -3.233
21 C 0.930 0.946 -4.679
22 F -0.176 1.159 -5.463
23 F 1.305 -0.333 -4.825
24 F 1.957 1.722 -5.166
25 C -0.286 2.304 -3.085
26 C -0.608 2.744 -1.826
27 C -1.286 3.782 0.814
28 C -0.849 4.939 0.131
29 C -1.612 6.111 0.194
30 C -2.584 6.285 1.176
31 C -3.206 7.677 1.356
32 F -3.898 7.758 2.540
33 F -2.239 8.655 1.379
34 F -4.076 8.018 0.337
35 C -2.922 5.200 1.959
36 C -2.305 3.954 1.765
37 H -3.496 0.851 6.033
38 H -2.199 -0.317 6.246
39 H -1.807 1.393 6.301
40 H -2.943 0.087 3.803
41 H -2.467 1.736 3.920
42 H -0.046 0.789 4.464
43 H -0.718 -0.677 3.717
44 H -0.352 2.077 2.874
45 H 0.498 0.507 2.059
46 H -4.211 1.783 -1.141
47 H -5.350 2.026 0.277
48 H -5.715 3.963 -1.089
49 H -4.636 4.551 0.203
50 H -4.020 4.221 -1.417
51 H -3.115 -2.524 2.604
52 H -2.640 -2.682 0.897
53 H -1.884 -4.663 2.531
54 H -0.738 -3.931 1.373
55 H -0.632 -3.480 3.049
56 H 0.347 2.617 1.160
57 H 1.488 0.858 0.045
58 H 1.973 -0.084 -2.246
59 H -0.828 2.833 -3.876
60 H -1.253 3.637 -1.717
61 H -0.008 4.860 -0.536
62 H -1.436 6.883 -0.575
63 H -3.718 5.246 2.713
64 H -2.738 3.138 2.352


Record 8
Molecular formula: C61H71MoN3O4PSiTe
Method: DFT, the ωB97M-V functional and the def2-TZVPD basis

Summary:
E_LUMO (alpha / beta), Ha: -0.0330 / -0.0253
⟨S²⟩: 0.76
Multiplicity: 2
Relative energy (zero: lowest compared OMol25 entry of this formula, charge and spin), kcal per mole: 2.2
HOMO-LUMO gap (alpha / beta), eV: 6.36 / 6.57
E, eV: -103391.021
Highest occupied orbital energy (alpha / beta), eV: -7.3 / -7.3

CARTESIAN COORDINATES (ANGSTROEM)
1 Mo 0.392 -0.693 -1.541
2 O 1.254 -1.551 -3.151
3 C 0.737 -2.051 -4.253
4 C 1.605 -2.708 -5.143
5 C 1.147 -3.228 -6.334
6 C -0.196 -3.117 -6.697
7 C -1.060 -2.480 -5.837
8 C -0.628 -1.946 -4.613
9 C -1.632 -1.307 -3.797
10 N -1.458 -0.840 -2.616
11 N -2.574 -0.283 -1.996
12 C -2.242 0.216 -0.845
13 O -1.040 0.180 -0.345
14 C -3.267 0.953 -0.061
15 C -4.574 1.075 -0.527
16 C -5.508 1.781 0.213
17 C -5.145 2.368 1.421
18 C -3.842 2.254 1.883
19 C -2.904 1.553 1.140
20 H 2.647 -2.783 -4.861
21 H 1.845 -3.728 -6.995
22 H -0.551 -3.522 -7.635
23 H -2.106 -2.376 -6.099
24 H -2.638 -1.227 -4.206
25 H -4.843 0.615 -1.467
26 H -6.523 1.873 -0.149
27 H -5.879 2.913 2.001
28 H -3.556 2.698 2.827
29 H -1.883 1.466 1.490
30 C 5.370 0.463 -0.614
31 C 3.963 0.536 -1.214
32 C 3.991 -0.133 -2.592
33 P 2.558 -0.069 -0.170
34 C 3.070 -1.576 0.771
35 C 3.572 -2.666 -0.179
36 C 4.044 -1.397 1.934
37 C 2.213 1.212 1.127
38 C 1.178 2.236 0.663
39 C 3.434 1.958 1.671
40 H 6.049 1.011 -1.272
41 H 5.721 -0.569 -0.576
42 H 5.456 0.891 0.380
43 H 3.709 1.591 -1.370
44 H 4.347 -1.162 -2.519
45 H 4.682 0.414 -3.233
46 H 3.017 -0.149 -3.075
47 H 2.115 -1.900 1.195
48 H 4.589 -2.452 -0.510
49 H 2.948 -2.771 -1.069
50 H 3.592 -3.625 0.343
51 H 5.033 -1.089 1.600
52 H 4.153 -2.355 2.450
53 H 3.686 -0.678 2.668
54 H 1.766 0.615 1.932
55 H 1.566 2.834 -0.164
56 H 0.957 2.916 1.490
57 H 0.251 1.775 0.336
58 H 3.917 2.538 0.883
59 H 4.177 1.309 2.128
60 H 3.097 2.664 2.433
61 C 0.197 -4.625 -0.816
62 C 0.275 -3.386 0.039
63 O 0.310 -3.405 1.252
64 N 0.303 -2.192 -0.669
65 Te -1.218 -1.259 2.777
66 C -2.865 -0.558 3.929
67 C -2.655 0.085 5.159
68 C -1.282 0.314 5.733
69 C -3.750 0.518 5.900
70 C -5.052 0.344 5.454
71 C -6.223 0.809 6.275
72 C -5.240 -0.285 4.234
73 C -4.176 -0.747 3.463
74 C -4.544 -1.428 2.168
75 C -0.553 -2.636 4.253
76 C -1.366 -3.731 4.581
77 C -2.687 -3.998 3.913
78 C -0.952 -4.611 5.575
79 C 0.250 -4.449 6.248
80 C 0.683 -5.411 7.320
81 C 1.049 -3.373 5.894
82 C 0.671 -2.462 4.911
83 C 1.626 -1.328 4.642
84 H -0.754 -5.121 -0.622
85 H 0.993 -5.306 -0.516
86 H 0.281 -4.392 -1.875
87 H -0.549 0.502 4.949
88 H -0.942 -0.565 6.288
89 H -1.292 1.162 6.417
90 H -3.575 1.019 6.846
91 H -5.934 1.599 6.967
92 H -6.634 -0.014 6.864
93 H -7.025 1.188 5.640
94 H -6.250 -0.423 3.858
95 H -5.078 -2.359 2.375
96 H -3.684 -1.670 1.550
97 H -5.210 -0.788 1.588
98 H -2.626 -3.851 2.834
99 H -3.456 -3.318 4.287
100 H -3.012 -5.019 4.110
101 H -1.588 -5.455 5.823
102 H -0.065 -6.187 7.479
103 H 0.842 -4.896 8.269
104 H 1.622 -5.898 7.053
105 H 2.001 -3.230 6.396
106 H 2.647 -1.705 4.568
107 H 1.388 -0.793 3.726
108 H 1.602 -0.606 5.462
109 O 0.641 1.081 -2.400
110 Si 0.743 2.407 -3.342
111 C 2.437 3.238 -3.255
112 C 3.440 2.928 -4.176
113 C 4.710 3.483 -4.080
114 C 5.003 4.374 -3.058
115 C 4.015 4.721 -2.146
116 C 2.748 4.164 -2.253
117 C 0.456 1.897 -5.121
118 C -0.352 2.642 -5.983
119 C -0.518 2.267 -7.310
120 C 0.117 1.132 -7.797
121 C 0.920 0.375 -6.955
122 C 1.085 0.759 -5.632
123 C -0.506 3.696 -2.813
124 C -1.602 3.347 -2.029
125 C -2.545 4.287 -1.635
126 C -2.403 5.609 -2.031
127 C -1.319 5.983 -2.817
128 C -0.380 5.035 -3.198
129 H 3.229 2.245 -4.990
130 H 5.469 3.224 -4.808
131 H 5.991 4.810 -2.981
132 H 4.227 5.434 -1.359
133 H 1.983 4.470 -1.549
134 H -0.870 3.520 -5.613
135 H -1.150 2.856 -7.962
136 H -0.019 0.836 -8.829
137 H 1.410 -0.519 -7.323
138 H 1.712 0.158 -4.980
139 H -1.722 2.320 -1.725
140 H -3.383 3.982 -1.019
141 H -3.132 6.349 -1.727
142 H -1.204 7.014 -3.127
143 H 0.467 5.347 -3.801


- E of number 7 (C26H28F6O4)?
  -51904.562 eV


- Which of these has the highest E?
  CH5N3O


- Number 2 is which compound?
  C12H25CoN5O6


- Which formula does entry 4 have?
  CH5N3O